The following is a DFT calculation (ωB97M-V with the def2-TZVPD basis set) of a cluster of 9 separate species, C53H58N3O14 in total at a distorted geometry.

The LUMO energy is -2.20 eV. Its frontier orbital gap is 7.30 eV. Its charge is +1. The multiplicity is 1. The total energy comes out at -89009.07308 eV.

Atoms and positions in Å:
O1 -1.280 4.075 -0.001
O2 4.088 -4.862 -0.402
O3 1.248 -4.535 0.466
O4 -5.883 6.812 1.579
O5 3.738 0.266 -0.685
O6 0.764 4.811 -2.093
O7 -4.528 2.168 -3.645
O8 4.555 0.884 4.481
O9 0.908 -2.742 -3.097
O10 7.939 4.233 1.503
O11 5.019 -2.813 4.690
O12 -10.004 1.512 -2.949
O13 -2.598 -7.525 -2.292
O14 -2.595 0.552 -5.975
N1 0.946 -0.354 1.529
N2 0.573 -2.382 5.116
N3 -0.704 -0.451 0.111
C1 1.536 3.720 -1.837
C2 4.403 -4.805 3.348
C3 0.584 -1.212 -4.791
C4 7.116 3.323 2.127
C5 -1.360 0.816 -1.794
C6 -1.380 -1.685 3.672
C7 -8.011 1.385 -4.143
C8 -2.071 -6.012 -0.660
C9 4.115 -4.435 0.883
C10 -0.437 -0.324 -5.544
C11 6.298 2.639 4.352
C12 -6.481 2.763 -2.246
C13 -1.808 -0.372 -5.321
C14 -0.837 -0.504 5.804
C15 -0.147 -1.652 0.091
C16 5.468 1.632 3.818
C17 4.562 -3.087 1.129
C18 1.634 0.100 2.778
C19 3.127 1.377 -1.054
C20 -3.835 6.788 0.395
C21 6.244 2.362 1.648
C22 0.643 -6.323 -1.020
C23 2.275 3.676 -0.627
C24 7.160 3.508 3.571
C25 0.268 -5.359 -0.079
C26 4.814 -3.443 3.556
C27 -1.369 -2.147 -3.688
C28 5.392 1.542 2.347
C29 0.245 -1.323 5.963
C30 4.821 -2.648 2.377
C31 -0.276 -2.515 3.941
C32 -1.172 -5.295 0.198
C33 -4.686 4.724 1.328
C34 0.836 -1.716 1.059
C35 -1.803 -0.029 -0.683
C36 0.008 -2.041 -3.813
C37 -3.564 4.014 0.954
C38 -2.255 -1.358 -4.348
C39 -8.757 1.941 -3.043
C40 3.957 -5.303 2.063
C41 -5.970 2.222 -3.413
C42 2.354 1.504 -2.218
C43 -4.864 6.159 1.131
C44 -8.059 2.619 -2.001
C45 -2.601 5.999 -0.125
C46 -6.692 1.627 -4.441
C47 -0.378 -7.048 -1.932
C48 -1.734 -6.898 -1.628
C49 3.126 2.441 -0.178
C50 -0.016 0.375 0.958
C51 -1.614 -0.642 4.558
C52 1.524 2.642 -2.656
C53 -2.382 4.708 0.262
H1 0.005 0.418 -6.380
H2 -6.457 6.343 2.077
H3 1.582 -1.247 -5.010
H4 1.894 -2.815 -3.237
H5 -3.155 -5.962 -0.658
H6 4.175 -4.180 -0.929
H7 6.300 2.516 5.418
H8 -2.172 -1.028 -0.944
H9 2.196 0.453 -2.528
H10 5.011 -2.587 0.240
H11 -0.363 1.495 1.227
H12 1.211 0.802 3.395
H13 -0.904 1.740 -1.120
H14 -1.661 -2.965 -2.945
H15 5.628 -2.108 4.848
H16 -8.451 3.071 -1.007
H17 -8.647 0.989 -4.691
H18 1.681 -6.739 -1.273
H19 -0.891 0.473 -2.520
H20 0.934 2.526 -3.510
H21 3.403 2.498 0.847
H22 7.803 4.243 4.314
H23 0.007 -7.641 -2.697
H24 -3.853 7.679 0.185
H25 -2.483 0.591 -0.257
H26 -0.526 -2.453 -0.587
H27 -2.119 1.614 -2.409
H28 -0.688 4.674 -0.464
H29 -1.952 -1.919 2.680
H30 -3.633 3.041 1.050
H31 2.102 -4.908 0.324
H32 6.326 1.816 0.729
H33 -6.078 3.238 -1.454
H34 4.639 0.963 1.922
H35 -1.574 -4.825 0.863
H36 1.872 -0.884 3.347
H37 -2.191 1.057 -6.478
H38 -4.260 2.035 -4.623
H39 0.813 -1.314 6.875
H40 -0.991 0.449 6.372
H41 -2.001 6.685 -0.732
H42 1.064 5.429 -2.843
H43 4.307 -5.454 4.206
H44 5.245 -1.577 2.497
H45 8.652 4.551 1.780
H46 -6.182 1.437 -5.257
H47 -0.178 -3.293 3.370
H48 2.679 0.402 2.381
H49 -3.259 -1.212 -4.178
H50 -10.346 1.289 -2.150
H51 4.462 0.902 5.324
H52 3.732 -6.448 1.840
H53 -2.543 0.063 4.397
H54 -5.444 4.048 1.974
H55 -2.351 -7.628 -3.199
H56 2.053 4.299 0.071
H57 1.707 -2.376 1.418
H58 3.699 -0.346 -1.305

Atom charges from the Mulliken analysis, given in e for atoms 1 to 8: -0.12 -0.47 0.18 -0.49 -0.29 -0.61 -0.46 -0.28